Here is a 7-piece molecular cluster, C12H39N3O8 overall in a non-equilibrium geometry from the OMol25 dataset. Energies are from ωB97M-V/def2-TZVPD.

Each line ends with the natural charge from an NBO analysis.
Element x y z (Å)
O -4.7937 1.7195 0.2847  -0.734
H -3.3469 -0.1616 -0.0502  0.223
N -1.4250 1.9928 0.6459  -0.839
O 1.3892 -5.5495 1.6151  -0.542
H 1.7654 4.8989 -2.8105  0.167
C 1.3648 -4.9029 0.3637  -0.073
C 0.0802 -4.0889 0.1227  -0.264
H -3.1232 -1.8845 -0.1294  0.178
H 0.1749 -7.1295 1.1914  0.166
H -5.4506 1.2941 -0.2670  0.473
H 0.5473 1.1092 -3.1640  0.164
H 0.6044 0.5890 -4.8245  0.195
H -0.2580 -4.2436 -0.9073  0.203
N 0.2703 -2.6370 0.3203  -0.641
O 2.6994 5.1298 2.5302  -0.730
O 0.7109 -0.9289 -3.4271  -0.734
H 3.4382 1.1308 -1.2326  0.169
C -5.1491 1.6041 1.6574  -0.252
O -0.0528 4.2988 -3.4552  -0.749
H -0.2407 4.0441 -2.5461  0.499
N 0.3884 1.0157 -0.3427  -0.877
H 0.4902 -2.9785 2.3917  0.223
H 2.1943 -4.2136 0.2423  0.207
H -3.7048 -1.1484 1.4601  0.178
H -2.0294 2.7529 0.8940  0.411
C -0.3669 2.1531 -0.1683  0.785
H -4.2793 1.4976 2.2974  0.180
O 3.3510 1.2350 0.8201  -0.741
H -0.3768 -2.1805 -0.3110  0.366
C 2.0640 4.7036 1.3319  -0.240
H 1.5254 4.9348 -4.5792  0.174
H 4.8498 0.6550 -0.4639  0.187
H -1.3809 -1.3994 3.0071  0.183
H 3.5845 4.7603 2.5356  0.464
H -1.9792 -2.7379 2.0136  0.176
H 0.6473 -1.3151 1.8647  0.185
H 1.0624 5.1025 1.2068  0.190
H 1.9851 3.6134 1.2817  0.156
H 1.8516 3.4060 -3.7699  0.142
H 1.0601 1.0065 -1.0885  0.403
C 3.7665 0.5495 -0.3658  -0.273
C 1.0340 0.3969 -3.8451  -0.253
H 2.3993 1.3873 0.7601  0.475
H 3.5231 -0.5013 -0.2212  0.178
C 0.0762 -2.2444 1.7045  -0.248
H -5.7639 0.6975 1.7343  0.162
H -0.5841 -5.8068 2.2270  0.160
H -1.6506 1.0607 0.9938  0.416
C -3.1052 -1.0319 0.5543  -0.260
O -0.0125 3.2151 -0.6877  -0.713
H 2.7030 5.0020 0.4930  0.159
H -0.7804 -4.5162 0.6501  0.174
H 0.2253 0.1665 0.1624  0.401
C -1.3731 -1.8282 2.0005  -0.087
H 1.4018 -5.6414 -0.4448  0.161
H -5.8564 2.3776 1.9665  0.177
H 0.5649 -6.9672 2.8538  0.196
H 2.1132 0.5449 -3.7705  0.165
C 0.3216 -6.3673 1.9735  -0.251
O -1.8015 -0.7994 1.1291  -0.595
H 1.3180 -1.2109 -2.7412  0.465
C 1.3391 4.3691 -3.6676  -0.238

LUMO level: 0.0130 Eh
Largest force on an atom: 2.13 eV Å⁻¹
Gap between HOMO and LUMO: 9.7 eV
SMILES string: COCCNCCOC.NC(N)=O.CO.CO.CO.CO.CO
Electronic energy: -1246.66431 Eh